No. 1
Formula: ClH18O13
Source: the OMol25 dataset
Level of theory: ωB97M-V/def2-TZVPD

The geometry in XYZ format:
```
32
Properties=species:S:1:pos:R:3:forces:R:3:nbo_charge:R:1
Cl -0.288000 1.205344 0.175719 1.548 -0.718 -0.190 2.45
O -1.198000 1.646344 1.307719 2.120 -0.243 -2.967 -0.80
O 0.869000 0.471344 0.698719 -1.790 0.715 0.394 -0.87
O -0.983000 0.270344 -0.744281 0.474 2.058 1.003 -0.85
O 0.361000 2.332344 -0.596281 -2.702 -1.084 2.280 -0.84
O 0.158000 2.508344 -3.204281 0.108 -1.754 -1.467 -0.96
H 0.309000 1.516344 -3.230281 -0.225 1.980 0.226 0.47
H 0.217000 2.744344 -2.284281 -0.053 -0.132 0.409 0.48
O 0.397000 -2.333656 2.244719 -1.178 -0.821 -0.334 -0.95
H 0.824000 -1.652656 2.723719 0.537 1.311 0.835 0.49
H 1.086000 -2.877656 1.893719 0.619 -0.410 -0.486 0.47
O 3.193000 -0.795656 1.053719 0.866 -1.573 1.277 -0.99
H 3.922000 -0.669656 0.453719 -0.327 0.580 -0.512 0.48
H 2.402000 -0.317656 0.849719 -0.216 0.770 -0.785 0.50
O 2.705000 1.572344 -1.404281 0.494 -1.066 -0.518 -0.96
H 3.247000 2.310344 -1.187281 0.768 0.842 0.124 0.46
H 1.908000 1.732344 -0.900281 -0.340 0.038 0.107 0.48
O -1.547000 -1.936656 -2.770281 0.149 0.964 0.200 -0.95
H -1.722000 -1.085656 -2.314281 0.062 -0.779 -0.436 0.47
H -0.578000 -1.996656 -2.728281 -0.329 -0.268 0.105 0.48
O -3.552000 1.743344 -0.096281 -0.730 2.699 0.480 -0.96
H -2.728000 1.905344 0.373719 -0.153 -0.371 0.039 0.48
H -3.577000 0.870344 -0.386281 0.236 -2.209 -0.595 0.46
O -2.068000 -1.475656 1.176719 0.256 0.134 -0.166 -1.00
H -2.138000 -0.921656 0.373719 0.517 -0.711 0.836 0.47
H -1.110000 -1.652656 1.374719 -1.027 0.203 -0.407 0.50
O -0.738000 0.167344 3.562719 0.632 -0.020 0.514 -0.97
H -1.613000 0.052344 3.914719 -0.526 -0.335 0.259 0.46
H -0.903000 0.668344 2.762719 0.079 0.103 -0.355 0.49
O 0.845000 -2.296656 -1.184281 -1.051 -0.276 -0.611 -0.95
H 0.557000 -1.404656 -0.991281 -0.289 0.384 0.310 0.48
H 1.743000 -2.299656 -0.918281 1.471 -0.012 0.432 0.47
```
Positions in Å, forces in eV/Å.

For the LUMO energy, the calculation gives 0.1027 Eh. Its spin multiplicity is 1. The calculated total energy is -1448.9321 Ha. Its net charge is -1. The value obtained for the energy above the lowest of the compared OMol25 structures with the same formula, charge and spin is 1.2035 eV. For the frontier orbital gap, the calculation gives 10.3 eV.

---

No. 2
Formula: ClH18O9
Source: the OMol25 dataset
Level of theory: ωB97M-V/def2-TZVPD

The geometry in XYZ format:
```
28
Properties=species:S:1:pos:R:3:forces:R:3:nbo_charge:R:1
Cl 0.200182 0.091907 0.188758 -0.109 0.103 0.145 -0.92
O -2.035938 -0.618683 2.989778 -0.310 0.162 0.474 -0.95
H -2.750088 -0.898443 2.417098 -0.101 -0.082 -0.194 0.47
H -1.268628 -0.586713 2.418418 0.246 -0.052 -0.345 0.48
O 0.856502 -1.795733 2.705358 0.107 -0.337 0.384 -0.95
H 0.751732 -0.891443 2.409538 0.077 0.413 -0.531 0.49
H 1.268292 -1.720453 3.566168 0.029 -0.034 0.263 0.46
O -2.094418 1.681037 -2.100412 -0.059 0.063 -0.462 -0.95
H -3.008038 1.896447 -1.913002 -0.172 0.054 0.012 0.46
H -1.695818 1.555937 -1.239202 0.381 -0.132 0.421 0.49
O -1.683528 -2.078013 -1.188272 -0.724 -0.621 0.088 -0.98
H -1.336078 -1.351363 -0.671092 0.253 0.370 0.127 0.48
H -1.508808 -1.831293 -2.096482 0.237 0.227 -0.268 0.48
O 3.249592 0.829017 0.792408 0.740 0.402 0.147 -0.96
H 2.394482 0.580287 0.441478 -0.592 -0.306 0.039 0.48
H 3.508122 0.088907 1.341618 -0.016 -0.228 0.046 0.46
O 0.082932 -0.671323 -3.068432 -0.012 -0.326 -0.577 -0.96
H 0.371922 -0.370053 -2.207072 0.087 0.060 0.657 0.49
H 0.115502 0.110627 -3.619552 -0.100 0.188 -0.111 0.47
O 0.775982 -3.375763 0.327018 0.274 -0.741 -0.292 -0.96
H 0.520592 -2.459193 0.222508 -0.117 0.366 -0.063 0.49
H 0.559942 -3.582913 1.236218 0.016 0.216 0.196 0.47
O -0.437378 3.381637 0.417128 -0.356 0.589 -0.012 -0.96
H 0.196912 2.671347 0.320208 0.352 -0.347 -0.110 0.49
H -1.119228 3.018997 0.982638 -0.084 -0.164 0.184 0.46
O 1.648102 2.373847 -1.547192 0.427 0.461 -0.295 -0.95
H 0.833592 2.410067 -2.048692 -0.344 0.050 -0.040 0.47
H 1.603572 1.541317 -1.076932 -0.130 -0.355 0.119 0.48
```
Positions in Å, forces in eV/Å.

For the LUMO energy, the calculation gives 0.1105 Eh. Its spin multiplicity is 1. The calculated total energy is -1148.2787 Ha. Its net charge is -1. The value obtained for the energy above the lowest of the compared OMol25 structures with the same formula, charge and spin is 0.4992 eV. For the frontier orbital gap, the calculation gives 10.0 eV.